[1]
{
  "formula": "C6H5GaN2O6",
  "method": "wB97M-V/def2-TZVPD",
  "species": ["O", "C", "Ga", "O", "C", "C", "O", "C", "O", "C", "O", "H", "N", "C", "N", "O", "H", "H", "H", "H"],
  "positions_angstrom": [[5.180, -0.072, -3.985], [4.194, 0.282, -3.481], [0.628, -0.066, -0.439], [1.614, 1.999, -2.668], [1.189, 1.304, -1.849], [0.571, -1.703, 0.778], [0.397, -2.568, 1.534], [1.898, 0.845, 0.890], [2.684, 1.270, 1.618], [-0.235, -1.181, -1.930], [-0.626, -1.877, -2.762], [2.092, -0.917, -0.934], [-3.226, -0.215, 0.970], [-2.105, 0.291, 1.420], [-1.993, 0.913, 2.567], [-1.068, 0.179, 0.696], [-4.060, -0.120, 1.493], [-3.244, -0.685, 0.082], [-1.101, 1.275, 2.857], [-2.788, 1.045, 3.141]],
  "forces_ev_per_angstrom": [[-4.1320, 1.4990, 2.0971], [4.1282, -1.5273, -2.0748], [1.1206, -1.0927, -0.0455], [-1.7895, -3.2541, 3.6851], [1.5621, 4.4230, -4.3492], [-1.6071, -5.5903, 5.2356], [1.1508, 3.9739, -3.7383], [3.6941, 2.7056, 4.1723], [-3.1884, -1.8935, -3.1643], [-2.7524, -3.4334, -4.3602], [1.8289, 2.8962, 3.4973], [-0.7944, 0.8869, -0.0459], [-0.2508, -0.1724, -0.0774], [0.6555, 0.2249, -0.6900], [0.0478, 0.0933, 0.2947], [2.0613, 0.0125, -1.5919], [-0.9430, -0.0919, 0.3126], [-0.1119, 0.0475, 0.0274], [-0.0970, 0.0624, 0.0499], [-0.5827, 0.2304, 0.7656]],
  "charge": 2,
  "molar_mass_g_mol": 270.84,
  "multiplicity": 1,
  "homo_energy_ha": -0.66155,
  "de_lowest_ev": 0.6725,
  "orbital_gap_ev": 8.641,
  "total_energy_ha": -2716.6649
}

[2]
{
  "formula": "C5H9ClOS",
  "method": "wB97M-V/def2-TZVPD",
  "species": ["C", "C", "Cl", "C", "S", "C", "O", "C", "H", "H", "H", "H", "H", "H", "H", "H", "H"],
  "positions_angstrom": [[-2.045, -0.939, -0.011], [-1.306, -1.094, 1.138], [-1.898, -1.880, 2.443], [0.024, -0.465, 1.277], [1.499, -1.388, 1.274], [0.426, 0.715, 0.382], [0.727, 0.223, -0.942], [1.064, 1.249, -1.784], [-3.077, -1.160, -0.161], [-1.522, -0.653, -0.990], [0.043, -0.204, 2.340], [1.365, -1.865, 0.012], [-0.296, 1.482, 0.265], [1.293, 1.127, 0.821], [0.452, 2.196, -1.754], [1.254, 0.930, -2.777], [1.996, 1.726, -1.534]],
  "forces_ev_per_angstrom": [[2.5145, 0.1217, -0.2760], [-1.0907, 1.3925, -5.1587], [-1.0281, -1.2089, 2.3799], [0.3159, 1.3785, 0.4878], [1.3793, -2.8034, -0.2059], [-0.9310, -1.1138, -0.9559], [-0.7891, -0.2808, 1.1015], [0.5638, 2.6165, 0.0034], [-0.5083, -0.5573, 0.4736], [-0.6252, 0.0812, 1.8639], [-0.0693, 0.9044, -0.1029], [0.2470, 0.1099, 0.3877], [-1.1475, 0.7543, 0.0670], [1.1419, 0.6239, 0.4115], [-0.5679, -1.2495, -0.1878], [-0.5296, -0.6443, -0.9610], [1.1244, -0.1250, 0.6719]],
  "molar_mass_g_mol": 152.65,
  "multiplicity": 1,
  "smiles": "C=C(Cl)[C@@H](S)COC",
  "homo_energy_ha": -0.33092,
  "de_lowest_ev": 1.6336,
  "orbital_gap_ev": 9.780,
  "total_energy_ha": -1129.4464
}

[3]
{
  "formula": "C15H27BiN5O6",
  "method": "wB97M-V/def2-TZVPD",
  "species": ["O", "H", "Bi", "N", "N", "N", "N", "O", "O", "O", "O", "C", "C", "C", "C", "C", "H", "H", "H", "C", "H", "H", "H", "C", "C", "H", "H", "H", "H", "H", "H", "H", "H", "C", "H", "H", "H", "O", "H", "H", "C", "C", "C", "C", "N", "C", "C", "H", "H", "H", "H", "H", "H", "H"],
  "positions_angstrom": [[-0.470, 2.365, -3.110], [-0.794, 3.199, -2.660], [-1.199, -0.603, -0.112], [-2.120, 2.021, -0.146], [0.345, 1.791, 0.508], [-0.727, -2.809, -0.718], [1.172, -1.430, 0.261], [-3.120, 2.204, -0.894], [-1.604, -3.385, -1.663], [2.250, -0.695, 0.688], [1.631, 1.750, 0.691], [-0.192, 3.024, 0.736], [-1.578, 3.135, 0.458], [0.289, -3.548, -0.264], [1.347, -2.762, 0.325], [-2.366, 4.374, 0.646], [-2.713, 4.738, -0.330], [-1.791, 5.181, 1.113], [-3.242, 4.190, 1.282], [0.703, 4.148, 1.090], [1.420, 4.355, 0.283], [1.298, 3.923, 1.983], [0.142, 5.063, 1.278], [0.345, -5.028, -0.391], [2.584, -3.388, 0.864], [-0.443, -5.362, -1.075], [0.224, -5.512, 0.593], [1.322, -5.339, -0.787], [3.323, -2.630, 1.162], [3.035, -4.058, 0.112], [2.324, -4.010, 1.736], [-2.206, -2.576, -1.792], [1.963, 0.315, 0.629], [0.856, 1.677, -4.059], [0.445, 1.521, -5.060], [0.887, 0.773, -3.438], [1.660, 2.375, -3.912], [-2.705, -1.048, -1.544], [-1.110, 1.683, -2.802], [-2.689, -0.581, -2.395], [-1.302, -2.377, 6.120], [-1.281, -1.907, 4.686], [-2.266, -2.365, 3.806], [-2.313, -1.882, 2.510], [-1.421, -0.934, 2.108], [-0.401, -0.537, 2.924], [-0.310, -1.000, 4.219], [-2.197, -1.999, 6.642], [-1.347, -3.476, 6.176], [-0.418, -2.038, 6.678], [-2.997, -3.093, 4.144], [-3.044, -2.222, 1.785], [0.341, 0.168, 2.514], [0.512, -0.649, 4.860]],
  "forces_ev_per_angstrom": [[-0.3361, -0.6973, -0.3260], [1.1005, -0.5233, -0.7049], [0.9807, 4.4563, -0.8559], [1.7598, 0.6878, 1.1818], [-1.3501, 1.4330, 0.1892], [1.2450, -3.0338, -0.5670], [2.3538, -2.4242, 0.5123], [-1.6695, 0.0799, -1.1320], [0.6347, 0.5731, 1.5522], [-1.2876, -1.0965, -0.2028], [1.7225, -1.2163, 0.1288], [0.3917, -2.3501, -0.4870], [-0.3487, -1.6166, -0.4389], [-3.0562, 1.2263, -1.1338], [0.5554, 3.4075, 0.4981], [-0.2620, 0.5191, -0.3086], [-0.2387, 0.0395, 0.1966], [-0.0951, -0.3174, -0.1111], [0.0674, -0.0120, -0.3202], [0.2856, 0.4605, 0.3373], [-0.0899, -0.1678, 0.1790], [-0.0353, -0.0397, -0.1924], [0.0627, -0.0625, -0.0083], [0.2001, -0.2368, -0.5527], [0.3451, -0.2653, 0.1385], [0.2263, -0.0031, 0.2981], [0.0031, 0.2797, -0.2909], [-0.2959, 0.0183, 0.1179], [-0.4287, -0.3397, -0.1514], [-0.1145, 0.2451, 0.2864], [0.1522, 0.1479, -0.2264], [-0.0701, -0.3538, -0.1567], [0.0135, 1.0237, 0.0733], [-1.8655, -0.0705, 1.6491], [-0.0397, 0.4608, 0.4008], [0.4016, 0.3891, -0.4232], [0.0600, 0.2491, 0.0126], [-0.4127, -0.6698, -0.9447], [0.3438, 0.3612, -0.0755], [-0.4335, 0.0323, 0.5130], [0.1700, -0.0848, 0.1949], [0.1840, 0.1986, 0.3609], [-0.0447, 0.0843, -0.3240], [0.9683, 0.7289, 0.7806], [-0.0350, -1.1606, 1.3939], [-0.4753, 0.0147, -0.4557], [-0.2105, -0.2263, 0.2661], [0.2913, -0.0610, -0.2748], [0.0266, 0.3464, -0.0743], [-0.3032, -0.1047, -0.2403], [0.0660, 0.0880, -0.0727], [-0.0411, 0.0991, 0.0360], [-0.5528, -0.2895, 0.0646], [-0.5195, -0.2270, -0.3098]],
  "charge": 1,
  "molar_mass_g_mol": 582.39,
  "multiplicity": 1,
  "homo_energy_ha": [-0.30439, -0.29662],
  "orbital_gap_ev": [3.943, 3.705],
  "total_energy_ha": -1526.9564
}